C37H48N5P2SSiV | ωB97M-V with the def2-TZVPD basis set

```
95
Properties=species:S:1:pos:R:3:forces:R:3
V -0.3205 0.0370 0.7776 -0.062 -0.230 0.264
C 0.8718 7.2250 2.5397 -0.019 0.071 -0.036
S -0.6735 6.3065 2.6706 -0.005 -0.011 0.008
C -1.2544 6.4724 0.9616 0.019 0.023 -0.004
C -0.5746 5.5250 -0.0202 -0.009 -0.001 0.011
C -0.9348 4.0831 0.2934 -0.008 -0.011 0.013
N -0.2775 3.1156 -0.6068 0.050 -0.033 -0.020
P -1.1002 2.3434 -1.9148 0.053 -0.028 -0.002
C -2.2607 3.6386 -2.4515 -0.016 0.007 0.017
C -1.8032 4.5057 -3.4436 0.010 0.012 -0.005
C -2.5965 5.5539 -3.8836 0.003 -0.005 0.000
C -3.8646 5.7319 -3.3483 -0.012 -0.005 0.004
C -4.3398 4.8580 -2.3799 0.001 0.009 -0.010
C -3.5422 3.8149 -1.9333 0.009 -0.010 0.003
C -2.2223 1.1308 -1.0958 -0.072 0.016 -0.086
C -2.7459 0.1383 -1.9381 0.019 0.026 0.009
C -3.5772 -0.8465 -1.4398 -0.011 -0.001 0.026
C -3.8924 -0.8786 -0.0803 -0.003 -0.015 -0.029
C -3.3875 0.0930 0.7634 0.033 -0.041 -0.010
C -2.5608 1.1037 0.2593 0.089 0.048 -0.115
P 0.9432 2.0819 0.0330 -0.055 0.106 0.057
C 1.7426 3.0522 1.3362 -0.020 0.009 0.026
C 1.5084 2.7222 2.6680 0.016 -0.030 -0.021
C 2.1015 3.4628 3.6812 0.025 0.039 -0.005
C 2.9347 4.5245 3.3657 0.008 -0.044 0.002
C 3.1800 4.8508 2.0370 0.052 -0.089 -0.012
C 2.5862 4.1188 1.0232 0.034 -0.005 0.024
C 2.2335 2.0322 -1.2465 0.000 -0.017 -0.003
C 3.2604 1.1086 -1.0572 -0.006 -0.013 -0.011
C 4.3072 1.0278 -1.9617 0.003 0.004 0.006
C 4.3312 1.8701 -3.0658 0.002 -0.002 0.001
C 3.3176 2.7992 -3.2528 -0.004 0.002 0.005
C 2.2711 2.8842 -2.3449 0.010 -0.011 0.007
H 1.3662 7.1642 3.5076 -0.002 -0.003 -0.006
H 0.6768 8.2716 2.3095 -0.018 0.011 0.004
H 1.5311 6.7924 1.7887 -0.067 0.056 0.037
H -1.1264 7.5118 0.6573 -0.003 0.004 -0.005
H -2.3298 6.2802 0.9867 0.003 -0.001 0.017
H 0.5115 5.6445 0.0220 -0.018 0.006 -0.012
H -0.8897 5.7644 -1.0398 0.001 0.003 -0.003
H -2.0186 3.9656 0.2257 -0.007 -0.005 -0.008
H -0.6588 3.8700 1.3278 -0.016 -0.004 0.018
H -0.8197 4.3561 -3.8754 0.002 -0.003 0.002
H -2.2309 6.2238 -4.6505 0.000 0.000 0.000
H -4.4888 6.5447 -3.6953 0.000 0.000 0.000
H -5.3345 4.9874 -1.9739 0.001 0.000 0.002
H -3.9254 3.1344 -1.1821 0.001 0.005 0.004
H -2.4752 0.1392 -2.9875 -0.003 0.002 0.000
H -3.9809 -1.5988 -2.1055 -0.002 -0.001 0.001
H -4.5380 -1.6538 0.3106 0.001 -0.001 -0.002
H -3.6372 0.0838 1.8150 -0.001 -0.019 0.012
H -2.2182 1.8870 0.9260 -0.003 0.020 0.005
H 0.8640 1.8828 2.9077 0.002 0.014 -0.015
H 1.9175 3.2092 4.7169 0.021 0.007 -0.005
H 3.4032 5.0961 4.1565 0.004 0.002 0.002
H 3.8410 5.6723 1.7928 0.003 -0.001 0.002
H 2.7886 4.3677 -0.0118 0.008 -0.008 0.000
H 3.2536 0.4671 -0.1819 -0.005 0.028 -0.009
H 5.1053 0.3146 -1.8032 0.004 0.000 -0.003
H 5.1447 1.8070 -3.7762 -0.001 -0.001 -0.001
H 3.3429 3.4626 -4.1072 -0.001 0.001 0.000
H 1.4878 3.6178 -2.4831 -0.036 0.000 -0.009
C 2.6739 -2.3861 0.7748 0.002 0.013 -0.012
C 1.8534 -2.1804 2.0164 -0.011 0.020 0.004
C 2.0681 -2.9363 3.1469 0.001 -0.004 0.025
C 1.2342 -2.7344 4.2500 0.019 -0.009 -0.018
C 0.2420 -1.7869 4.2178 0.024 0.034 -0.005
C 0.0922 -0.9995 3.0566 -0.115 0.044 0.051
N 0.8927 -1.2421 1.9817 0.077 0.069 -0.195
N -0.7980 0.0018 2.8215 0.079 0.010 0.026
Si -1.7235 0.7417 4.1107 0.021 0.001 -0.017
C -0.6048 1.3096 5.5043 0.027 0.000 -0.007
C -3.0168 -0.4250 4.8024 0.010 -0.026 0.014
C -2.5694 2.2829 3.4708 -0.056 0.023 -0.006
H 3.7156 -2.5802 1.0259 -0.002 -0.010 0.003
H 2.6366 -1.5084 0.1295 -0.016 -0.034 0.011
H 2.3177 -3.2549 0.2135 -0.004 0.002 -0.004
H 2.8587 -3.6723 3.1669 -0.003 -0.002 0.007
H 1.3688 -3.3353 5.1407 0.004 -0.002 -0.002
H -0.4171 -1.6458 5.0603 0.026 0.029 0.014
H -0.1610 0.4979 6.0797 0.003 -0.053 -0.006
H -1.1824 1.9238 6.1997 -0.001 -0.004 0.002
H 0.2121 1.9278 5.1259 -0.065 -0.009 0.014
H -2.5634 -1.2745 5.3175 -0.040 0.016 -0.003
H -3.6701 -0.8321 4.0283 -0.011 0.010 -0.033
H -3.6487 0.0935 5.5274 0.009 0.012 0.000
H -1.8606 2.9901 3.0324 0.024 0.012 0.004
H -3.0226 2.7875 4.3287 0.013 0.005 -0.004
H -3.3750 2.1035 2.7566 0.021 -0.003 0.021
N 0.3207 -0.8176 -2.3106 -0.010 0.022 0.003
N -0.0539 -1.2867 -1.0039 -0.024 -0.044 -0.044
H 0.9085 -1.5007 -2.7740 -0.013 -0.010 -0.011
H 0.8463 0.0427 -2.2108 0.020 -0.003 0.011
H 0.6180 -1.9669 -0.6567 0.002 -0.002 0.002
H -0.9348 -1.7824 -1.1284 -0.014 0.014 0.014
```
Positions in Å, forces in eV/Å.

Summary:
multiplicity: 4
relative energy (zero: lowest compared OMol25 entry of this formula, charge and spin): 14.9 kcal/mol
max |F|: 0.36 eV/A
charge: +1



C37H49IrN3O4S5Si | ωB97M-V with the def2-TZVPD basis set

```
100
Properties=species:S:1:pos:R:3:forces:R:3
Ir 0.4064 1.5025 -1.7428 1.170 -0.167 -1.505
O 5.2275 6.2480 -1.1406 -0.048 -0.035 -0.017
C 4.3867 5.4234 -1.3520 0.011 -0.014 -0.038
S 2.6450 5.7887 -1.4445 0.041 0.018 0.003
C 2.1258 4.1458 -1.7229 -0.064 0.301 -0.061
C 3.0803 3.1950 -1.7937 0.367 -0.072 -0.134
S 2.6684 1.5672 -2.0731 0.185 -0.133 0.331
S 4.7403 3.6913 -1.5847 0.044 0.080 -0.098
S 0.4820 3.7480 -1.9056 -0.327 0.596 0.487
C -0.0604 -5.2865 -1.2952 -0.001 0.004 -0.047
C -1.0491 -4.9866 -2.3884 -0.020 -0.024 0.050
C -1.8654 -5.9769 -2.9190 -0.001 -0.007 -0.013
C -2.8058 -5.6942 -3.8992 0.009 0.012 -0.012
C -2.9199 -4.4018 -4.3855 0.010 0.008 0.015
C -2.0933 -3.4011 -3.8961 0.027 -0.022 -0.064
C -1.1729 -3.6887 -2.8941 0.001 0.043 0.108
N -0.2956 -2.7051 -2.3702 -0.012 -0.052 -0.206
C -0.4973 -1.3505 -2.3362 0.049 -0.009 0.065
N -1.7691 -0.9647 -2.1661 0.020 0.112 0.237
C -2.3340 0.3258 -2.2001 -0.005 0.002 -0.313
C -1.5680 1.4962 -2.3045 -0.776 0.254 0.669
C -2.3130 2.6922 -2.3491 -0.025 -0.200 -0.283
C -3.6882 2.7266 -2.2513 0.029 0.044 -0.041
C -4.3972 1.5438 -2.1123 -0.089 0.026 0.010
C -3.7378 0.3331 -2.1005 -0.003 -0.091 -0.090
C -4.5182 -0.9506 -1.9635 0.022 0.036 -0.002
N 0.5018 -0.5106 -2.4126 0.014 -0.818 0.915
C 1.7895 -1.1245 -2.6365 -0.058 0.241 -0.430
C 2.2230 -1.2042 -3.9567 0.021 0.020 -0.014
C 3.4783 -1.6987 -4.2608 -0.004 -0.018 -0.001
C 4.3132 -2.1130 -3.2319 -0.003 0.021 -0.003
C 3.8685 -2.0542 -1.9224 -0.033 -0.008 0.008
C 2.5984 -1.5771 -1.5943 0.020 -0.104 0.068
C 2.1200 -1.6179 -0.1725 0.000 0.096 -0.099
H -0.1540 -6.3196 -0.9665 0.005 0.000 0.001
H -0.2214 -4.6337 -0.4344 0.010 0.000 -0.001
H 0.9722 -5.1385 -1.6265 -0.002 -0.008 0.006
H -1.7615 -6.9905 -2.5507 -0.028 0.011 0.032
H -3.4404 -6.4808 -4.2848 0.008 -0.001 -0.002
H -3.6366 -4.1691 -5.1620 0.002 -0.003 0.001
H -2.1476 -2.4023 -4.3101 -0.005 -0.002 0.004
H 0.6714 -2.9794 -2.2791 -0.006 -0.009 -0.045
H -2.4178 -1.7204 -2.0241 0.003 -0.006 0.037
H -1.8078 3.6366 -2.4688 0.019 0.059 0.080
H -4.2081 3.6758 -2.2615 0.009 0.005 -0.036
H -5.4769 1.5600 -2.0210 0.005 -0.006 0.006
H -5.5844 -0.7378 -1.9245 -0.001 -0.004 0.009
H -4.2608 -1.4880 -1.0448 -0.012 -0.011 -0.004
H -4.3517 -1.6275 -2.8069 -0.018 -0.006 0.009
H 1.5577 -0.8591 -4.7389 0.029 0.057 0.010
H 3.8060 -1.7486 -5.2907 0.003 0.002 0.003
H 5.3074 -2.4810 -3.4497 -0.004 0.000 0.004
H 4.5188 -2.3775 -1.1180 -0.008 -0.027 -0.007
H 2.9590 -1.7120 0.5161 -0.005 -0.030 -0.004
H 1.4608 -2.4763 -0.0185 0.073 0.018 -0.023
H 1.5499 -0.7295 0.0977 -0.020 -0.016 -0.001
C -2.7900 2.7612 4.4600 0.045 -0.011 0.036
C -2.0730 2.6846 3.1201 0.065 0.032 0.026
C -1.3206 3.9778 2.8349 0.062 -0.047 -0.017
C -3.0637 2.3657 2.0079 -0.018 -0.045 -0.007
O -1.1435 1.5858 3.2558 -0.051 -0.040 -0.182
Si 0.2406 1.1806 2.5190 0.630 0.085 0.025
S -0.1387 1.2917 0.4293 -0.980 -0.153 0.079
O 0.6318 -0.3386 2.9386 -0.069 0.023 0.081
C -0.0730 -1.5128 3.3765 -0.040 0.074 -0.027
C 0.2591 -1.7019 4.8500 0.016 0.008 -0.002
C 0.4588 -2.6731 2.5465 0.045 0.009 0.017
C -1.5790 -1.3856 3.1722 0.013 0.025 0.017
O 1.4168 2.1915 2.9865 -0.173 -0.048 0.047
C 2.7246 2.5347 2.5025 0.046 -0.087 0.095
C 2.5756 3.5950 1.4296 -0.047 0.074 0.057
C 3.4227 1.2945 1.9580 -0.062 -0.018 -0.002
C 3.4723 3.0926 3.7039 0.011 -0.062 0.048
H -3.5065 3.5840 4.4606 -0.004 -0.013 0.003
H -2.0691 2.9203 5.2630 -0.011 0.019 -0.004
H -3.3252 1.8302 4.6544 0.004 0.009 0.002
H -2.0087 4.8242 2.8629 0.000 -0.007 -0.026
H -0.8515 3.9399 1.8491 -0.011 0.010 0.002
H -0.5391 4.1305 3.5805 -0.031 0.024 0.019
H -3.8346 3.1381 1.9643 0.001 -0.012 0.011
H -3.5428 1.4029 2.1991 -0.016 0.022 0.015
H -2.5658 2.3162 1.0402 0.001 0.021 -0.002
H 1.3409 -1.7346 4.9862 -0.008 -0.017 0.005
H -0.1709 -2.6329 5.2244 -0.015 0.019 0.012
H -0.1396 -0.8710 5.4336 0.018 0.004 -0.003
H 1.5484 -2.6354 2.5101 -0.019 -0.032 0.038
H 0.0767 -2.6079 1.5261 -0.014 -0.008 0.056
H 0.1532 -3.6270 2.9798 -0.037 0.004 -0.024
H -2.0020 -0.6259 3.8258 -0.008 -0.009 0.010
H -2.0560 -2.3438 3.3878 0.004 -0.002 -0.023
H -1.7975 -1.1049 2.1388 -0.005 -0.042 -0.008
H 2.0199 3.2002 0.5816 -0.020 -0.025 0.075
H 3.5597 3.9225 1.0879 -0.019 0.007 0.005
H 2.0350 4.4573 1.8245 0.021 0.001 0.005
H 2.9221 0.9414 1.0522 0.032 0.018 0.005
H 3.4010 0.4945 2.7001 0.024 0.008 0.007
H 4.4614 1.5236 1.7135 -0.008 0.001 -0.044
H 2.9640 3.9802 4.0825 0.000 -0.008 0.003
H 4.4921 3.3634 3.4253 -0.013 0.015 0.000
H 3.5102 2.3486 4.5011 0.017 0.006 -0.008
```
Positions in Å, forces in eV/Å.

Summary:
multiplicity: 2
relative energy (zero: lowest compared OMol25 entry of this formula, charge and spin): 0.0 kcal/mol
max |F|: 1.91 eV/A
charge: 0



What is the formula in the first record? C37H48N5P2SSiV



The lowest relative energy (zero: lowest compared OMol25 entry of this formula, charge and spin) belongs to which entry? C37H49IrN3O4S5Si